# C6H10

A molecular structure, C6H10 (ωB97M-V with the def2-TZVPD basis set, the OMol25 dataset).

Last column: Löwdin charge in e.
Atoms and positions in Å:
C (0.2673, 1.4321, 1.4906)  -0.1220
C (0.3209, -0.0370, 1.1572)  -0.0999
C (-0.9670, -0.5795, 0.5425)  -0.2078
C (-0.5183, -1.0218, -0.8305)  -0.2837
C (0.1312, 0.0018, -1.7329)  -0.1206
C (0.9707, -0.8154, -0.8231)  -0.1189
H (0.4491, 1.4944, 2.5748)  0.0765
H (1.0223, 2.0809, 1.0321)  0.0832
H (-0.7213, 1.8776, 1.3018)  0.0652
H (1.2438, -0.5624, 0.4680)  0.0739
H (-1.3155, -1.4235, 1.1517)  0.1079
H (-1.7723, 0.1665, 0.5004)  0.1026
H (-1.0048, -1.8694, -1.3110)  0.1292
H (0.0399, 1.0734, -1.5662)  0.1005
H (0.1497, -0.2736, -2.7887)  0.1015
H (1.7043, -1.5440, -1.1667)  0.1127

Forces on the atoms, in the same order (eV/Å):
0.036 -0.016 -0.027
-0.236 0.017 0.091
-0.115 -0.047 0.019
-0.140 -0.129 0.093
-0.056 0.188 -0.044
0.040 0.019 -0.032
0.027 0.049 -0.185
0.048 -0.330 -0.041
0.223 -0.032 -0.124
0.084 0.029 -0.169
-0.098 0.057 -0.139
0.088 -0.102 0.003
0.190 0.109 0.075
-0.129 -0.144 0.047
0.026 0.049 0.242
0.012 0.284 0.193

## Properties
Multiplicity ... 1
Frontier orbital gap (spin up / spin down) ... 7.93 / 7.93 eV
Relative energy (zero: lowest compared OMol25 entry of this formula, charge and spin) ... 516.3 kJ/mol
Net charge ... 0
Electronic energy ... -6378.5089 eV
Strongest force on any atom ... 0.0067 Eh/bohr